(1)
The following is a DFT calculation (ωB97M-V with the def2-TZVPD basis set) of a 4-piece molecular cluster, CH11N2O3 overall.

```
17
Properties=species:S:1:pos:R:3:forces:R:3
N -1.1035 1.0928 -0.2603 1.67 -0.50 1.17
C -0.0222 1.4559 -0.9415 -3.43 -0.43 -4.58
N 1.0901 0.8118 -0.8856 0.34 0.26 3.82
H -0.9203 0.3217 0.4478 -0.60 1.21 -0.96
H -2.0299 1.1811 -0.6643 -0.03 0.44 0.30
H -0.1460 2.0003 -1.9827 -0.19 -0.49 2.59
H 1.4983 0.5400 -1.7137 1.69 -0.13 -1.89
H 1.1723 0.2415 -0.0432 0.37 -0.59 -0.55
H -4.7734 -0.5630 -1.3589 0.04 0.39 0.21
H -3.5477 -0.9939 -2.1165 -0.31 1.35 0.92
O -3.8698 -0.2556 -1.5208 0.46 -1.65 -1.09
H 0.2625 -1.9351 1.4366 -0.01 0.14 -0.07
H 1.4877 -0.9711 1.5843 -1.08 0.00 -0.17
O 0.5194 -1.0117 1.3197 1.03 0.04 0.20
H 3.9079 -0.0941 1.9215 -0.42 -0.17 -0.43
H 3.2748 -1.0583 2.8383 -0.13 -0.58 0.85
O 3.1996 -0.7625 1.9394 0.59 0.70 -0.31
```
Positions in Å, forces in eV/Å.

## Properties
2S+1: 1
orbital gap: 11.25 eV
max |F|: 5.7 eV Å⁻¹
energy relative to the best compared isomer or geometry (same formula, charge and spin): 34.3 kcal/mol
net charge: +1



(2)
The following is a DFT calculation (ωB97M-V with the def2-TZVPD basis set) of a 4-piece molecular cluster, CH11N2O3 overall.

```
17
Properties=species:S:1:pos:R:3:forces:R:3
N -0.9500 -0.7026 0.3331 -0.42 -1.11 -0.17
C -0.3622 -0.6868 -0.8415 0.11 0.64 0.33
N 0.5216 0.1864 -1.2092 1.20 1.58 -0.73
H -0.8655 -0.0384 1.0881 0.59 0.54 -0.46
H -1.6074 -1.4363 0.5413 -0.02 -0.12 -0.28
H -0.5278 -1.3901 -1.6540 -0.84 -0.38 0.73
H 0.7554 0.2386 -2.1915 0.05 -0.39 0.11
H 0.9421 0.9533 -0.6678 -0.79 -0.71 0.51
H -3.7150 0.4355 -2.3740 -0.69 -0.16 -0.03
H -3.9873 -0.9777 -1.6273 0.05 1.02 -0.61
O -3.3363 -0.3041 -1.9020 0.72 -0.91 0.66
H 1.4500 2.2750 1.3633 0.08 -0.07 0.48
H 1.1911 0.8904 2.0722 0.69 0.36 -0.22
O 0.8876 1.4965 1.3845 -0.98 0.08 -0.54
H 3.0992 -0.8473 2.5059 0.40 0.39 -0.54
H 3.6331 0.0792 1.3332 0.63 -0.16 0.04
O 2.8713 -0.1716 1.8458 -0.77 -0.59 0.72
```
Positions in Å, forces in eV/Å.

## Properties
2S+1: 1
orbital gap: 12.08 eV
max |F|: 2.1 eV Å⁻¹
energy relative to the best compared isomer or geometry (same formula, charge and spin): 19.9 kcal/mol
net charge: +1



(3)
The following is a DFT calculation (ωB97M-V with the def2-TZVPD basis set) of a 4-piece molecular cluster, CH11N3O3 overall.

```
18
Properties=species:S:1:pos:R:3:forces:R:3
N 0.4027 1.6997 -1.0446 -0.51 -0.95 1.43
C 0.2868 1.1378 0.2319 1.20 0.61 -1.74
N 0.2259 2.0509 1.2467 0.09 -0.92 -0.57
N 0.3876 -0.1214 0.4676 -0.15 -0.64 1.47
H 0.8056 2.6383 -1.0131 0.16 -0.48 -0.63
H 0.7099 0.9534 -1.6775 0.04 0.98 -0.42
H 0.2076 1.6120 2.1500 -0.45 0.50 0.41
H -0.2219 2.9187 1.0152 -0.18 0.20 0.46
H 0.7031 -0.7565 -0.2551 0.33 0.91 -0.55
H 0.1405 -1.5812 -2.3696 -0.15 0.11 -0.29
H 0.1113 -1.3514 -3.8948 -0.06 -0.04 0.00
O 0.4471 -0.9774 -3.0706 0.14 -0.04 0.37
H -0.2279 -1.3864 3.4151 -0.17 0.08 0.20
H 0.2509 -0.4353 2.3572 -0.50 0.12 -0.27
O -0.2823 -0.4507 3.1872 0.50 -0.31 0.06
H -2.0503 -1.8822 -0.2153 -0.34 -0.48 -0.39
H -0.6500 -1.7030 -0.0609 0.07 -0.53 -0.06
O -1.2467 -2.3652 -0.4693 -0.03 0.86 0.54
```
Positions in Å, forces in eV/Å.

## Properties
2S+1: 2
orbital gap (spin up / spin down): 2.74 / 9.67 eV
max |F|: 2.2 eV Å⁻¹
energy relative to the best compared isomer or geometry (same formula, charge and spin): 9.9 kcal/mol
⟨S²⟩: 0.75
net charge: -1



2S+1 of number 3 (CH11N3O3)? 2